C27H30CeN2O2 | ωB97M-V/def2-TZVPD

Calculated values
F_max ... 0.1012 hartree/bohr
Spin multiplicity ... 2
⟨S²⟩ ... 0.751
HOMO (spin up / spin down) ... -9.687 / -9.711 eV
Molar mass ... 554.67 g/mol
LUMO (spin up / spin down) ... -3.5 / -3.5 eV
Energy ... -48479.673 eV
Gap between HOMO and LUMO (spin up / spin down) ... 6.1458 / 6.1751 eV
Charge ... +1

Element x y z (Å)
1 C -0.684 -1.808 -0.920
2 C -0.711 -0.775 -1.894
3 C 0.623 -0.487 -2.316
4 H -1.598 -0.317 -2.360
5 C 1.488 -1.421 -1.605
6 C 0.665 -2.233 -0.772
7 H 2.553 -1.508 -1.781
8 C -1.800 1.378 1.435
9 C -2.113 1.046 0.058
10 C -1.408 1.951 -0.811
11 H -2.779 0.295 -0.272
12 C -0.683 2.864 0.022
13 C -0.953 2.526 1.412
14 H 0.937 0.203 -3.114
15 H 0.990 -3.092 -0.207
16 H -1.556 -2.223 -0.457
17 H -0.584 3.062 2.296
18 H -1.449 2.013 -1.925
19 H -2.288 0.946 2.281
20 Ce 0.793 0.101 0.189
21 C 0.519 3.733 -0.541
22 C 1.111 4.623 0.538
23 C 0.304 4.293 -1.966
24 H 0.365 5.322 0.906
25 H 1.979 5.159 0.143
26 H 1.457 4.008 1.382
27 H -0.556 4.995 -2.005
28 H 0.118 3.446 -2.674
29 H 1.257 4.786 -2.266
30 C 1.561 2.580 -0.693
31 C 3.061 2.166 -0.493
32 H 1.280 1.986 -1.636
33 H 1.282 2.209 0.360
34 O 3.146 1.211 0.417
35 N 3.959 2.483 -1.528
36 C 4.364 1.319 -2.290
37 H 4.721 3.128 -1.244
38 C 3.650 1.059 -3.595
39 C 3.787 -0.192 -4.234
40 H 4.421 -1.006 -3.852
41 C 3.153 -0.474 -5.459
42 H 3.242 -1.437 -6.004
43 C 2.354 0.494 -6.080
44 H 1.842 0.346 -7.041
45 C 2.191 1.733 -5.452
46 H 1.614 2.558 -5.885
47 C 2.808 1.993 -4.215
48 H 2.722 2.939 -3.683
49 H 4.178 0.486 -1.621
50 H 5.439 1.336 -2.428
51 O 0.107 -0.767 1.989
52 N -0.416 -1.451 3.082
53 C -0.300 -0.971 4.349
54 C -1.105 -1.479 5.348
55 C -1.918 -2.560 5.046
56 C -1.947 -3.136 3.780
57 C -1.119 -2.579 2.803
58 H 0.395 -0.127 4.428
59 H -1.011 -0.988 6.337
60 H -2.568 -2.902 5.817
61 H -2.545 -4.014 3.566
62 H -1.094 -2.974 1.796



C27H30Cl3N2PtS2SbSi2 | ωB97M-V/def2-TZVPD

Calculated values
F_max ... 0.0261 hartree/bohr
Spin multiplicity ... 1
HOMO ... -6.417 eV
Energy relative to the best compared isomer or geometry (same formula, charge and spin) ... 2.462 eV
Molar mass ... 926.05 g/mol
LUMO ... -1.4 eV
Energy ... -116248.103 eV
Gap between HOMO and LUMO ... 5.0362 eV

Element x y z (Å)
1 Pt 0.478 -0.296 0.905
2 S -1.354 -2.119 0.366
3 Sb 0.008 -2.397 -1.478
4 C -1.043 -1.122 -2.836
5 C -1.211 -1.470 -4.171
6 C -1.937 -0.645 -5.021
7 C -2.497 0.528 -4.536
8 C -2.343 0.874 -3.200
9 C -1.621 0.047 -2.352
10 C 1.994 -1.718 -1.922
11 C 3.108 -2.544 -1.936
12 C 4.344 -2.006 -2.264
13 C 4.469 -0.652 -2.544
14 C 3.351 0.168 -2.534
15 C 2.107 -0.371 -2.240
16 C -0.301 -4.262 -2.428
17 C -1.497 -4.929 -2.200
18 C -1.768 -6.103 -2.887
19 C -0.844 -6.604 -3.795
20 C 0.351 -5.936 -4.019
21 C 0.624 -4.758 -3.338
22 H -0.783 -2.392 -4.550
23 H -2.066 -0.921 -6.060
24 H -3.062 1.169 -5.201
25 H -2.799 1.780 -2.818
26 H -1.532 0.290 -1.296
27 H 3.031 -3.592 -1.687
28 H 5.217 -2.645 -2.280
29 H 5.443 -0.239 -2.769
30 H 3.445 1.224 -2.756
31 H 1.222 0.251 -2.288
32 H -2.208 -4.532 -1.483
33 H -2.699 -6.626 -2.714
34 H -1.058 -7.518 -4.333
35 H 1.070 -6.330 -4.726
36 H 1.552 -4.227 -3.521
37 C -1.268 -0.612 3.772
38 Si -1.032 0.692 2.424
39 C -0.470 2.327 3.207
40 C -2.668 1.100 1.551
41 H -2.122 -0.331 4.397
42 H -0.381 -0.686 4.402
43 H -1.463 -1.593 3.339
44 H -1.216 2.615 3.952
45 H -0.406 3.126 2.465
46 H 0.496 2.252 3.711
47 H -3.368 1.531 2.274
48 H -3.121 0.210 1.112
49 H -2.514 1.833 0.756
50 N 1.653 6.614 -0.452
51 C 2.472 5.771 0.220
52 S 3.871 6.339 0.893
53 C 2.084 4.356 0.266
54 C 2.680 3.461 1.156
55 C 2.304 2.137 1.157
56 N 1.362 1.642 0.341
57 C 0.789 2.489 -0.520
58 C 1.116 3.825 -0.595
59 H 1.900 7.590 -0.410
60 H 0.677 6.393 -0.567
61 H 3.434 3.819 1.842
62 H 2.776 1.419 1.815
63 H 0.046 2.071 -1.187
64 H 0.646 4.439 -1.351
65 Cl 1.710 -3.756 0.718
66 Si 2.054 -1.846 1.778
67 Cl 2.042 -2.556 3.718
68 Cl 4.094 -1.555 1.403



C27H30ClFN3P | ωB97M-V/def2-TZVPD

Calculated values
F_max ... 0.0963 hartree/bohr
Spin multiplicity ... 1
HOMO ... -14.599 eV
Molar mass ... 481.98 g/mol
LUMO ... -5.6 eV
Energy ... -57467.589 eV
Gap between HOMO and LUMO ... 8.9744 eV
Charge ... +2

Element x y z (Å)
1 C 3.116 -2.799 6.136
2 C 2.982 -2.001 7.296
3 C 1.712 -1.520 7.689
4 C 0.543 -1.861 6.958
5 P -1.159 -1.346 7.482
6 C -1.610 0.252 6.668
7 C -2.925 0.749 6.775
8 C -3.332 1.914 6.124
9 C -2.422 2.620 5.334
10 C -1.095 2.175 5.235
11 C -0.688 1.014 5.907
12 C -2.314 -2.582 6.749
13 C -2.641 -3.689 7.543
14 C -3.479 -4.704 7.106
15 C -4.012 -4.643 5.821
16 C -3.767 -3.507 5.042
17 C -2.953 -2.455 5.509
18 C -1.894 -1.590 9.210
19 C -2.748 -0.422 9.543
20 N -3.415 0.398 10.098
21 C 0.717 -2.646 5.785
22 C 1.978 -3.099 5.386
23 H 4.097 -3.178 5.836
24 H 3.905 -1.786 7.852
25 H 1.557 -0.868 8.566
26 H -3.653 0.244 7.415
27 H -4.363 2.265 6.246
28 H -2.747 3.514 4.806
29 H -0.381 2.739 4.625
30 H 0.360 0.698 5.845
31 H -2.295 -3.780 8.576
32 H -3.666 -5.543 7.773
33 H -4.605 -5.486 5.456
34 H -4.201 -3.457 4.045
35 H -2.834 -1.552 4.912
36 H -2.602 -2.498 9.250
37 H -0.151 -2.911 5.168
38 H 2.089 -3.696 4.464
39 Cl 2.762 6.189 12.446
40 C 3.540 4.535 12.524
41 N 2.672 3.503 11.922
42 C 1.321 3.356 12.657
43 C 0.558 2.224 12.040
44 N 1.352 1.631 10.932
45 F -0.979 -1.901 10.285
46 C 2.616 1.073 11.444
47 C 3.425 2.188 12.046
48 C 1.579 2.621 9.878
49 C 2.416 3.738 10.423
50 H 4.475 4.570 11.945
51 H 3.683 4.278 13.583
52 H 1.577 3.153 13.698
53 H 0.817 4.316 12.556
54 H 0.330 1.454 12.778
55 H -0.406 2.547 11.648
56 H 2.397 0.277 12.165
57 H 3.138 0.577 10.622
58 H 4.368 2.318 11.512
59 H 3.593 2.020 13.109
60 H 2.055 2.103 9.041
61 H 0.602 2.949 9.510
62 H 1.915 4.699 10.336
63 H 3.399 3.752 9.948



C27H30ClNOP2Tc | ωB97M-V/def2-TZVPD

Calculated values
F_max ... 0.0792 hartree/bohr
Spin multiplicity ... 4
⟨S²⟩ ... 3.826
HOMO (spin up / spin down) ... -13.164 / -13.506 eV
Energy relative to the best compared isomer or geometry (same formula, charge and spin) ... 0.100 eV
Molar mass ... 579.94 g/mol
LUMO (spin up / spin down) ... -7.7 / -9.5 eV
Energy ... -65303.443 eV
Gap between HOMO and LUMO (spin up / spin down) ... 5.4906 / 3.9604 eV
Charge ... +2

Element x y z (Å)
1 C -1.774 2.872 -3.744
2 C -1.376 1.671 -3.172
3 C 0.022 1.323 -3.341
4 C 1.049 2.350 -3.604
5 C 0.555 3.637 -3.923
6 C -0.803 3.815 -4.154
7 C 2.410 1.985 -3.638
8 C 2.714 0.638 -3.328
9 C 1.598 -0.296 -3.092
10 C 1.843 -1.660 -2.667
11 C 3.114 -2.161 -2.903
12 C 4.170 -1.290 -3.246
13 C 4.015 0.096 -3.280
14 H -2.844 3.043 -3.952
15 H 1.287 4.396 -4.175
16 H -1.159 4.707 -4.699
17 H 3.147 2.741 -3.462
18 H 3.247 -3.251 -2.945
19 H 5.129 -1.743 -3.522
20 H 4.854 0.769 -3.447
21 N 0.339 0.027 -3.447
22 Tc 0.155 -0.063 0.356
23 C -2.414 0.780 -2.469
24 H -2.432 -0.261 -2.836
25 H -3.431 1.205 -2.642
26 C 0.779 -2.664 -2.174
27 H -0.118 -2.700 -2.801
28 H 1.157 -3.701 -2.140
29 P -1.897 0.700 -0.629
30 P 0.236 -2.112 -0.471
31 C 1.419 -2.947 0.686
32 H 1.152 -2.643 1.713
33 H 1.381 -4.032 0.569
34 H 2.425 -2.556 0.474
35 C -1.306 -3.061 -0.211
36 H -1.107 -4.136 -0.120
37 H -1.795 -2.708 0.714
38 H -2.008 -2.888 -1.042
39 C -2.385 2.390 -0.097
40 H -3.400 2.656 -0.395
41 H -2.306 2.459 0.994
42 H -1.683 3.114 -0.522
43 C -3.348 -0.256 0.005
44 H -3.228 -0.411 1.088
45 H -4.294 0.269 -0.172
46 H -3.398 -1.249 -0.470
47 C -0.587 -0.216 2.107
48 O -1.040 -0.387 3.179
49 H 0.507 1.421 0.102
50 Cl 1.109 3.077 1.401
51 C 1.973 1.941 2.361
52 C 2.135 2.251 3.706
53 C 2.940 1.446 4.510
54 C 3.558 0.309 3.983
55 C 3.367 -0.023 2.640
56 C 2.547 0.761 1.822
57 C 2.392 0.380 0.396
58 H 1.628 3.111 4.115
59 H 3.064 1.675 5.576
60 H 4.194 -0.338 4.583
61 H 3.883 -0.864 2.166
62 H 2.688 1.220 -0.270
63 H 3.012 -0.512 0.108



C27H30F3NO9 | ωB97M-V/def2-TZVPD

Calculated values
F_max ... 0.0525 hartree/bohr
Spin multiplicity ... 1
HOMO ... -9.481 eV
Molar mass ... 569.53 g/mol
LUMO ... -1.7 eV
Energy ... -56554.167 eV
Gap between HOMO and LUMO ... 7.7959 eV

Element x y z (Å)
1 C 0.901 4.319 2.175
2 O 1.468 3.059 1.886
3 C 0.919 2.434 0.752
4 C 0.997 0.903 0.909
5 C 1.713 0.265 -0.270
6 C 0.874 0.325 -1.558
7 C 0.821 -0.985 -2.374
8 C -0.565 -1.317 -2.919
9 C -1.443 -2.206 -2.029
10 C -2.170 -1.568 -0.847
11 C -3.106 -0.422 -1.183
12 C -3.279 0.530 -0.020
13 C -3.152 0.092 1.281
14 C -3.313 0.924 2.378
15 C -3.250 0.438 3.806
16 C -2.150 -0.527 4.158
17 O -1.374 -0.309 5.030
18 O -2.132 -1.725 3.486
19 C -3.572 2.251 2.100
20 C -3.720 2.697 0.802
21 C -3.595 1.856 -0.274
22 C -4.004 4.154 0.854
23 O -4.590 4.859 0.108
24 N -3.520 4.588 2.172
25 C -2.241 5.167 2.204
26 F -2.238 6.315 1.527
27 F -1.865 5.395 3.451
28 F -1.296 4.391 1.634
29 C -3.747 3.419 3.006
30 O -4.105 3.442 4.137
31 H 1.644 4.905 2.702
32 H 0.634 4.858 1.269
33 H 0.040 4.230 2.828
34 H 1.455 2.723 -0.151
35 H -0.126 2.719 0.633
36 H -0.014 0.505 0.954
37 H 1.510 0.700 1.840
38 H 1.948 -0.763 -0.018
39 H 2.664 0.772 -0.397
40 H 1.359 1.064 -2.181
41 H -0.118 0.686 -1.309
42 H 1.263 -1.823 -1.860
43 H 1.445 -0.812 -3.243
44 H -0.414 -1.895 -3.826
45 H -1.046 -0.399 -3.239
46 H -2.137 -2.751 -2.661
47 H -0.787 -2.955 -1.594
48 H -1.423 -1.257 -0.129
49 H -2.760 -2.358 -0.393
50 H -2.721 0.160 -2.009
51 H -4.084 -0.776 -1.488
52 H -2.957 -0.949 1.444
53 H -4.189 -0.082 3.991
54 H -3.197 1.254 4.505
55 H -1.413 -1.696 2.842
56 H -3.732 2.231 -1.274
57 O 3.587 -2.331 -2.405
58 C 4.327 -3.298 -2.383
59 C 3.949 -4.595 -1.857
60 C 4.839 -5.597 -1.864
61 O 4.572 -6.809 -1.404
62 C 6.235 -5.420 -2.403
63 O 6.981 -6.379 -2.354
64 C 6.605 -4.127 -2.949
65 C 5.714 -3.127 -2.944
66 O 5.974 -1.919 -3.423
67 H 2.947 -4.712 -1.471
68 H 5.388 -7.333 -1.526
69 H 7.604 -4.014 -3.346
70 H 5.163 -1.393 -3.291



C27H30F5N3O2OsSeTe | ωB97M-V/def2-TZVPD

Calculated values
F_max ... 0.0152 hartree/bohr
Spin multiplicity ... 1
HOMO ... -7.500 eV
Energy relative to the best compared isomer or geometry (same formula, charge and spin) ... 0.285 eV
Molar mass ... 920.34 g/mol
LUMO ... -0.5 eV
Energy ... -125746.973 eV
Gap between HOMO and LUMO ... 7.0163 eV

Element x y z (Å)
1 Os -2.425 0.627 0.835
2 N -2.137 2.685 0.658
3 C -3.181 3.237 -0.240
4 C -4.503 2.639 0.205
5 N -4.349 1.165 0.114
6 H -2.191 3.141 1.566
7 H -1.199 2.865 0.272
8 H -2.942 2.892 -1.246
9 H -3.181 4.325 -0.219
10 H -5.341 2.988 -0.396
11 H -4.686 2.890 1.251
12 H -4.346 0.899 -0.890
13 H -5.137 0.714 0.566
14 C 4.818 -1.274 -2.270
15 C 3.545 -1.864 -1.725
16 C 3.610 -2.924 -0.827
17 C 2.452 -3.467 -0.291
18 C 1.221 -2.971 -0.678
19 C 1.136 -1.917 -1.592
20 N -0.136 -1.434 -1.926
21 C -0.669 -1.280 -3.197
22 C -0.060 -1.891 -4.298
23 C -0.604 -1.770 -5.563
24 C -1.785 -1.066 -5.763
25 C -2.409 -0.486 -4.674
26 C -1.866 -0.565 -3.395
27 C -2.592 0.136 -2.283
28 O -3.792 0.433 -2.419
29 O -1.891 0.417 -1.246
30 C 2.305 -1.330 -2.102
31 C 2.238 -0.130 -3.003
32 H 5.683 -1.839 -1.925
33 H 4.944 -0.237 -1.952
34 H 4.823 -1.274 -3.362
35 H 4.577 -3.325 -0.549
36 H 2.508 -4.293 0.407
37 H 0.305 -3.415 -0.305
38 H -0.787 -1.333 -1.170
39 H 0.841 -2.471 -4.145
40 H -0.108 -2.246 -6.400
41 H -2.217 -0.983 -6.751
42 H -3.339 0.055 -4.785
43 H 1.287 0.388 -2.895
44 H 2.356 -0.407 -4.054
45 H 3.027 0.579 -2.755
46 C 0.621 1.571 3.263
47 Te 0.223 0.568 1.426
48 C 1.936 -0.629 1.874
49 C 2.519 -0.067 3.139
50 C 3.687 -0.620 3.661
51 C 4.244 -0.116 4.822
52 C 3.633 0.948 5.476
53 C 2.472 1.496 4.965
54 C 1.905 0.995 3.795
55 H -0.213 1.433 3.940
56 H 0.717 2.620 2.982
57 H 2.570 -0.478 1.000
58 H 1.672 -1.683 1.947
59 H 4.159 -1.449 3.147
60 H 5.151 -0.552 5.220
61 H 4.063 1.345 6.386
62 H 1.990 2.320 5.478
63 F -2.067 -0.016 3.676
64 C -2.894 0.760 2.826
65 F -2.829 2.039 3.408
66 C -4.296 0.250 3.216
67 F -4.530 -0.933 2.602
68 F -5.252 1.107 2.789
69 F -4.490 0.065 4.522
70 Se 1.208 2.138 -0.144



C27H30F9I3N2Si | ωB97M-V/def2-TZVPD

Calculated values
F_max ... 0.2474 hartree/bohr
Spin multiplicity ... 1
HOMO ... -8.492 eV
Molar mass ... 962.33 g/mol
LUMO ... -1.2 eV
Energy ... -88079.736 eV
Gap between HOMO and LUMO ... 7.2623 eV

Element x y z (Å)
1 C 6.500 -1.592 -2.797
2 C 5.931 -0.588 -1.584
3 I 6.743 -0.965 0.394
4 C 4.967 0.513 -1.850
5 I 4.484 0.684 -4.033
6 C 4.327 1.578 -0.808
7 I 5.966 2.731 0.057
8 C 3.655 2.755 -1.809
9 N 2.994 3.556 -2.619
10 C 3.089 1.081 0.137
11 C 3.220 -0.558 0.472
12 N 3.352 -1.863 0.607
13 C 1.616 1.111 -0.670
14 C 1.538 0.178 -2.005
15 C 0.083 -0.630 -2.171
16 C 0.261 -2.246 -2.387
17 C -0.266 -3.020 -1.030
18 C -1.901 -3.346 -1.080
19 C -2.655 -3.060 0.349
20 C -2.672 -1.478 0.801
21 Si -4.218 -0.492 0.151
22 C -5.786 -1.051 1.189
23 C -4.565 -0.820 -1.749
24 C -3.870 1.409 0.475
25 C -2.399 2.125 0.291
26 C -2.259 3.733 0.626
27 C -3.531 4.663 1.112
28 C -5.002 3.950 1.292
29 C -5.147 2.344 0.959
30 C 2.966 1.799 1.600
31 F 2.915 3.288 1.305
32 F 4.109 1.469 2.538
33 C 1.654 1.602 2.507
34 F 0.377 2.203 1.958
35 F 1.900 2.528 3.689
36 C 1.263 0.190 3.159
37 F 0.652 -0.828 2.223
38 F 0.081 0.510 4.061
39 C 2.313 -0.543 4.166
40 F 1.527 -1.659 4.821
41 F 3.473 -1.208 3.543
42 F 2.820 0.274 5.291
43 H 5.642 -2.090 -3.417
44 H 7.139 -0.944 -3.558
45 H 7.204 -2.432 -2.384
46 H 1.167 2.186 -0.764
47 H 0.878 0.547 0.085
48 H 2.409 -0.577 -2.171
49 H 1.565 0.920 -2.940
50 H -0.462 -0.217 -3.148
51 H -0.609 -0.330 -1.264
52 H 1.322 -2.584 -2.755
53 H -0.495 -2.562 -3.253
54 H -0.049 -2.365 -0.080
55 H 0.302 -4.064 -0.934
56 H -1.993 -4.509 -1.328
57 H -2.440 -2.789 -1.966
58 H -2.122 -3.648 1.238
59 H -3.794 -3.388 0.244
60 H -2.742 -1.481 1.992
61 H -1.684 -0.906 0.541
62 H -5.877 -2.239 1.206
63 H -5.650 -0.724 2.314
64 H -6.753 -0.559 0.712
65 H -5.511 -0.206 -2.113
66 H -4.786 -1.980 -1.917
67 H -3.655 -0.438 -2.413
68 H -1.476 1.491 -0.058
69 H -1.185 4.227 0.497
70 H -3.425 5.808 1.339
71 H -5.980 4.534 1.643
72 H -6.219 1.826 1.057